The following is a DFT calculation (ωB97M-V/def2-TZVPD) of an isolated ion of composition C6H7F2O3 and charge -1 at a distorted geometry.

Cartesian coordinates (Å):
C1 -0.05320 1.20264 -1.46825
C2 0.24372 0.38732 -0.19776
O1 1.30924 0.97597 0.55588
C3 -0.29172 -0.76800 0.11569
C4 -0.14858 -1.55094 1.36990
O2 -0.87555 -0.95304 2.44366
C5 -0.47536 0.42144 2.63572
O3 0.73668 0.58925 2.93788
C6 -1.49184 1.24041 2.23569
F1 -1.74620 2.56990 2.57900
F2 -2.70704 0.70026 1.79248
H1 0.83422 2.00829 -1.52491
H2 -1.04544 1.81086 -1.33570
H3 -0.15545 0.52637 -2.32646
H4 1.15876 0.76628 1.48582
H5 -1.20058 -0.79834 -0.56278
H6 -0.54780 -2.66147 1.32065
H7 0.87231 -1.53676 1.68239

Calculated values
DFT total energy   -17911.5238 eV
Gap between HOMO and LUMO   7.23 eV
ΔE to the lowest compared entry with this formula, charge and spin   18.1 kcal/mol
LUMO level   3.88 eV
Net charge   -1